Record 1
The following is a quantum chemistry calculation of C44H40N8O2P2RbS2Se as an isolated structure, from the OMol25 dataset.

```
100
Properties=species:S:1:pos:R:3
Rb -0.66 0.05 0.96
C -2.98 0.71 -3.49
C -2.04 0.52 -2.47
N -1.71 1.45 -1.61
C -2.31 2.65 -1.68
C -3.29 2.94 -2.67
C -3.61 1.91 -3.58
C -3.90 4.20 -2.72
C -3.58 5.14 -1.76
C -2.64 4.88 -0.78
C -1.94 3.66 -0.71
N -1.06 3.36 0.24
C -0.38 4.26 0.95
C 0.11 5.47 0.44
C 0.85 6.35 1.21
C 1.16 6.08 2.52
C 0.75 4.86 3.08
C 1.06 4.48 4.41
C 0.61 3.28 4.89
C -0.16 2.47 4.06
N -0.46 2.78 2.82
C -0.02 3.94 2.31
H -3.20 -0.10 -4.18
H -1.53 -0.43 -2.38
H -4.36 2.10 -4.34
H -4.63 4.41 -3.49
H -4.06 6.11 -1.78
H -2.44 5.62 -0.02
H -0.09 5.71 -0.60
H 1.18 7.29 0.77
H 1.71 6.79 3.13
H 1.67 5.14 5.02
H 0.85 2.95 5.89
H -0.55 1.53 4.42
N 2.03 -2.76 -1.88
P 1.10 -1.30 -1.95
C 2.34 -0.17 -2.67
C 3.18 -0.55 -3.71
C 4.06 0.36 -4.27
C 4.10 1.66 -3.79
C 3.27 2.05 -2.75
C 2.39 1.14 -2.19
C 0.24 -1.73 -3.53
C 0.19 -0.84 -4.61
C -0.54 -1.14 -5.74
C -1.27 -2.32 -5.81
C -1.26 -3.19 -4.73
C -0.52 -2.90 -3.60
C 2.80 -2.71 -0.74
C 3.46 -3.78 -0.14
C 4.21 -3.50 1.00
C 4.30 -2.19 1.46
C 3.61 -1.20 0.78
N 2.87 -1.46 -0.29
H 1.62 -3.65 -2.15
H 3.13 -1.56 -4.09
H 4.70 0.06 -5.09
H 4.78 2.38 -4.24
H 3.30 3.06 -2.38
H 1.72 1.43 -1.39
H 0.73 0.10 -4.55
H -0.57 -0.45 -6.56
H -1.84 -2.56 -6.69
H -1.87 -4.09 -4.76
H -0.54 -3.57 -2.75
H 3.39 -4.78 -0.53
H 4.72 -4.30 1.52
H 4.86 -1.95 2.35
H 3.65 -0.17 1.09
C -3.41 -4.29 -1.38
C -3.16 -4.71 0.06
O -4.30 -4.56 0.87
P -4.63 -3.23 1.83
S -5.43 -0.66 2.24
S -4.85 -1.63 0.51
O -3.10 -2.88 2.32
C -2.72 -3.05 3.68
C -3.09 -4.41 4.23
H -2.51 -4.39 -1.96
H -3.74 -3.25 -1.39
H -4.19 -4.91 -1.82
H -2.33 -4.13 0.49
H -2.89 -5.78 0.11
H -3.18 -2.25 4.28
H -1.63 -2.92 3.69
H -4.17 -4.49 4.34
H -2.62 -4.56 5.20
H -2.75 -5.19 3.55
Se 1.67 -3.44 3.89
N 2.85 -2.58 4.96
C 2.89 -1.31 4.56
C 3.69 -0.30 5.10
C 3.61 0.96 4.53
C 2.77 1.19 3.46
N 1.97 0.27 2.92
C 2.02 -0.95 3.45
N 1.28 -1.95 2.95
H 4.34 -0.52 5.93
H 4.21 1.77 4.92
H 2.73 2.16 2.98
```

Properties
2S+1 ... 2
Expectation value of S² ... 0.78
E_HOMO (spin up / spin down) ... -1.126 / -1.314 eV
Charge ... -2
Energy above the lowest of the compared OMol25 structures with the same formula, charge and spin ... 266.3 kJ/mol

Record 2
The following is a quantum chemistry calculation of C41H42OsP2Te as an isolated structure in a non-equilibrium geometry, from the OMol25 dataset.

```
87
Properties=species:S:1:pos:R:3
Os -0.70 0.74 -1.68
C -1.92 0.96 -3.19
C -1.51 -0.39 -3.11
C -0.42 -0.86 -4.00
C 0.78 0.07 -4.04
C 0.93 0.97 -2.83
C 0.29 2.23 -2.51
C -0.46 3.00 -3.55
C -1.47 2.06 -4.15
C 1.61 -0.06 1.43
H -2.97 1.09 -2.93
H -2.20 -1.15 -2.72
H -0.83 -0.90 -5.01
H -0.10 -1.87 -3.74
H 1.72 -0.52 -4.03
H 0.83 0.64 -4.98
H 1.95 0.98 -2.55
H 0.88 2.82 -1.80
H 0.18 3.46 -4.33
H -0.95 3.84 -3.05
H -2.36 2.64 -4.39
H -1.12 1.62 -5.07
H 0.86 0.66 1.32
H 2.37 0.23 2.20
H 1.17 -0.99 1.80
P -1.35 -0.94 0.17
P 2.32 -0.32 -0.19
C -0.11 -1.87 -0.93
C 1.21 -1.49 -1.12
C -2.45 -2.28 0.66
C -2.83 -3.39 -0.12
C -3.62 -4.39 0.47
C -3.99 -4.26 1.82
C -3.61 -3.15 2.61
C -2.88 -2.15 1.98
C -3.02 0.21 -0.42
C -2.75 1.61 -0.53
C -3.75 2.58 -0.54
C -5.08 2.16 -0.50
C -5.37 0.79 -0.46
C -4.37 -0.20 -0.44
C 3.64 -1.41 0.24
C 3.33 -2.73 0.58
C 4.35 -3.52 1.11
C 5.61 -2.98 1.33
C 5.87 -1.63 1.06
C 4.87 -0.82 0.53
C 3.01 1.36 -0.60
C 2.62 2.53 0.05
C 3.02 3.80 -0.34
C 3.82 3.94 -1.45
C 4.33 2.81 -2.10
C 3.96 1.53 -1.65
H -0.48 -2.81 -1.43
H 1.81 -2.12 -1.78
H -2.52 -3.43 -1.17
H -3.93 -5.27 -0.11
H -4.59 -5.05 2.29
H -3.88 -3.08 3.67
H -2.60 -1.23 2.51
H -1.73 2.12 -0.63
H -3.42 3.64 -0.54
H -5.85 2.93 -0.47
H -6.41 0.49 -0.38
H -4.63 -1.27 -0.37
H 2.33 -3.14 0.43
H 4.13 -4.56 1.33
H 6.40 -3.60 1.73
H 6.84 -1.19 1.25
H 5.03 0.25 0.32
H 2.05 2.52 0.98
H 2.74 4.67 0.26
H 4.11 4.94 -1.79
H 5.02 2.92 -2.92
H 4.36 0.65 -2.12
Te -1.51 1.41 2.31
C -1.01 0.71 4.19
C -0.87 1.72 5.17
C -0.55 1.33 6.46
C -0.36 -0.03 6.77
C -0.47 -1.02 5.77
C -0.75 -0.65 4.45
H -1.00 2.76 4.85
H -0.41 2.09 7.23
H -0.09 -0.32 7.79
H -0.32 -2.07 6.02
H -0.75 -1.36 3.62
```

Properties
2S+1 ... 5
Expectation value of S² ... 6.04
E_HOMO (spin up / spin down) ... -11.195 / -13.407 eV
Charge ... +2
Energy above the lowest of the compared OMol25 structures with the same formula, charge and spin ... 73.2 kJ/mol

Record 3
The following is a quantum chemistry calculation of a 2-piece molecular cluster, C5H13N2O overall in a non-equilibrium geometry, from the OMol25 dataset.

```
21
Properties=species:S:1:pos:R:3
C -1.52 -0.10 1.14
C 1.94 0.84 2.19
C -0.13 -0.85 -2.85
C 0.57 0.07 2.54
C -0.84 -1.03 -1.60
N -0.05 0.48 -3.42
N -0.59 0.63 1.78
O -1.05 -0.05 -0.81
H -2.39 0.39 0.83
H -1.55 -1.22 1.15
H 2.31 1.27 3.06
H 2.68 0.20 1.79
H 1.59 1.61 1.47
H -0.67 -1.50 -3.51
H 0.86 -1.39 -2.78
H 0.19 0.02 3.58
H 0.83 -0.96 2.12
H -1.32 -1.99 -1.44
H -1.04 0.87 -3.58
H 0.79 1.07 -3.24
H -0.60 1.64 1.60
```

Properties
E_HOMO ... -12.756 eV
Charge ... +1
Energy above the lowest of the compared OMol25 structures with the same formula, charge and spin ... 343.9 kJ/mol

Which value of energy above the lowest of the compared OMol25 structures with the same formula, charge and spin does entry 2 give? 73.2 kJ/mol